No. 1
# C42H101F2Li2N10O17S2

C42H101F2Li2N10O17S2 as an isolated structure in a non-equilibrium geometry (the ωB97M-V functional and the def2-TZVPD basis, the OMol25 dataset).

Structure (ORCA input):
```
! wB97M-V def2-TZVPD RIJCOSX def2/J DEFGRID3
* xyz -1 1
Li 1.358 -2.044 2.822
Li -0.899 -3.201 1.395
C 2.543 -5.498 1.890
C 3.277 -6.106 0.860
C 2.757 -6.174 -0.568
O 3.274 -6.992 -1.344
C 1.599 -5.469 -0.931
C 0.879 -4.788 0.050
C 1.404 -4.739 1.538
O 0.794 -3.975 2.355
O -0.185 -4.134 -0.046
O 4.388 -6.579 1.200
H 2.867 -5.474 2.920
H 1.145 -5.729 -1.878
N 0.104 -1.471 1.378
S 0.632 -0.696 0.131
O 1.366 0.537 0.259
O -0.055 -0.863 -1.129
F 1.852 -1.718 -0.091
S -0.911 -0.178 1.746
O -2.067 0.043 0.940
O -0.242 0.938 2.362
F -1.557 -0.931 3.008
C -5.820 0.965 -4.524
C -4.840 2.075 -4.932
C -3.408 1.639 -4.626
O -3.185 1.695 -3.241
C -1.927 1.172 -2.901
N -4.953 2.082 -6.406
H -5.481 -0.013 -4.859
H -6.834 1.181 -4.862
H -5.868 0.964 -3.429
H -5.178 2.996 -4.452
H -2.669 2.260 -5.148
H -3.292 0.650 -5.089
H -1.808 0.135 -3.222
H -1.731 1.285 -1.835
H -1.096 1.729 -3.349
H -4.157 2.483 -6.884
H -5.817 2.511 -6.705
C 1.199 3.557 4.293
C -0.209 3.798 4.836
C -0.348 5.290 5.172
O 0.673 5.808 5.972
C 0.772 5.325 7.299
N -1.256 3.435 3.847
H 1.642 4.439 3.831
H 1.289 2.736 3.576
H 1.861 3.194 5.088
H -0.454 3.180 5.702
H -1.362 5.423 5.582
H -0.437 5.901 4.270
H 1.663 5.763 7.744
H 0.808 4.239 7.403
H -0.081 5.733 7.849
H -0.912 2.517 3.577
H -1.144 4.007 3.013
C 4.125 0.888 3.540
C 3.442 -0.465 3.803
C 2.201 -0.240 4.667
O 1.285 -1.357 4.662
C 0.098 -1.073 5.419
N 3.087 -1.098 2.528
H 3.669 1.404 2.690
H 5.152 0.777 3.195
H 4.062 1.525 4.424
H 4.103 -1.203 4.264
H 1.718 0.687 4.341
H 2.435 -0.146 5.732
H -0.399 -0.285 4.859
H 0.284 -0.790 6.457
H -0.472 -1.998 5.420
H 3.845 -1.723 2.186
H 2.974 -0.403 1.794
C 6.878 -1.596 1.996
C 5.948 -2.448 1.160
C 6.675 -3.445 0.222
O 5.819 -4.235 -0.572
C 4.820 -3.542 -1.311
N 5.006 -3.162 2.031
H 7.007 -2.037 2.985
H 6.522 -0.567 2.064
H 7.879 -1.405 1.597
H 5.498 -1.797 0.401
H 7.209 -4.172 0.841
H 7.372 -2.943 -0.461
H 4.477 -4.297 -2.019
H 5.257 -2.704 -1.861
H 3.938 -3.305 -0.710
H 5.560 -3.758 2.645
H 4.532 -3.886 1.482
C 2.738 2.585 -6.054
C 1.649 1.582 -5.653
C 1.777 1.013 -4.246
O 2.959 0.245 -4.156
C 3.350 0.007 -2.827
N 0.332 2.212 -5.869
H 3.745 2.240 -5.807
H 2.532 3.517 -5.525
H 2.756 2.753 -7.132
H 1.646 0.709 -6.314
H 0.946 0.325 -4.059
H 1.715 1.859 -3.547
H 4.304 -0.525 -2.859
H 2.696 -0.699 -2.305
H 3.460 0.918 -2.232
H 0.357 3.227 -5.867
H 0.265 2.041 -6.873
C -5.347 -3.339 0.311
C -4.074 -3.133 1.119
C -3.436 -4.424 1.627
O -2.235 -4.231 2.346
C -2.481 -3.726 3.647
N -3.017 -2.475 0.396
H -6.065 -4.109 0.625
H -5.135 -3.900 -0.612
H -5.803 -2.375 0.098
H -4.383 -2.622 2.042
H -3.282 -5.049 0.744
H -4.162 -4.925 2.279
H -2.825 -2.694 3.717
H -1.518 -3.803 4.155
H -3.192 -4.353 4.192
H -2.759 -3.074 -0.393
H -3.235 -1.514 0.193
C -0.950 -2.640 -3.667
C -2.211 -2.743 -2.827
C -3.480 -2.866 -3.684
O -3.389 -3.855 -4.687
C -3.337 -3.364 -6.011
N -2.093 -3.944 -1.989
H -1.034 -1.728 -4.272
H -0.760 -3.440 -4.389
H -0.043 -2.646 -3.064
H -2.284 -1.807 -2.269
H -3.815 -1.875 -4.013
H -4.286 -3.147 -3.000
H -4.208 -2.754 -6.266
H -3.277 -4.174 -6.738
H -2.399 -2.803 -6.081
H -1.955 -4.751 -2.593
H -1.214 -3.959 -1.454
C 2.746 3.646 -0.913
C 2.920 4.729 0.131
C 3.641 5.955 -0.421
O 4.984 5.725 -0.800
C 5.396 6.258 -2.024
N 1.634 5.128 0.694
H 2.305 2.766 -0.437
H 3.632 3.406 -1.496
H 1.959 3.900 -1.633
H 3.578 4.352 0.929
H 3.568 6.879 0.159
H 3.148 6.113 -1.394
H 6.482 6.260 -2.056
H 5.060 7.297 -2.136
H 4.948 5.726 -2.871
H 1.021 4.326 0.719
H 1.760 5.561 1.596
C -4.710 1.470 3.262
C -5.702 1.691 2.128
C -5.248 2.749 1.115
O -6.264 3.030 0.181
C -6.414 2.195 -0.970
N -5.839 0.393 1.416
H -4.916 0.683 3.986
H -4.691 2.397 3.851
H -3.702 1.350 2.862
H -6.683 2.053 2.443
H -4.379 2.344 0.577
H -4.887 3.654 1.604
H -6.590 1.153 -0.732
H -5.708 2.536 -1.731
H -7.332 2.585 -1.426
H -4.893 0.053 1.272
H -6.336 -0.242 2.028
*
```

Energy above the lowest of the compared OMol25 structures with the same formula, charge and spin   0.0 kcal/mol
HOMO-LUMO gap   6.005 eV

---

No. 2
# C42H102N6O9

A 9-piece molecular cluster, C42H102N6O9 overall in a non-equilibrium geometry (the ωB97M-V functional and the def2-TZVPD basis, the OMol25 dataset).

Structure (ORCA input):
```
! wB97M-V def2-TZVPD RIJCOSX def2/J DEFGRID3
* xyz 0 1
C -2.785 3.807 3.277
C -3.220 2.759 4.396
C -3.295 3.457 5.761
C -3.972 2.803 6.954
C -5.289 2.224 6.522
C -5.327 1.371 5.196
N -4.543 2.114 4.101
O -4.560 1.497 2.895
C -4.652 -0.077 5.473
C -6.822 1.249 4.750
C -2.005 1.731 4.580
H -3.658 4.420 3.053
H -2.600 3.315 2.322
H -2.019 4.487 3.648
H -2.273 3.800 5.927
H -3.883 4.363 5.618
H -4.292 3.574 7.655
H -3.424 2.045 7.515
H -5.990 3.054 6.439
H -5.723 1.680 7.361
H -4.146 -0.497 4.603
H -3.888 -0.081 6.251
H -5.419 -0.798 5.756
H -7.312 2.219 4.664
H -6.888 0.702 3.809
H -7.336 0.684 5.528
H -2.410 0.834 5.050
H -1.045 2.070 4.968
H -1.768 1.217 3.648
H -5.339 1.904 2.509
C 2.998 -0.261 2.098
C 2.635 -0.511 0.607
C 1.561 -1.682 0.535
C 0.159 -1.371 0.848
C -0.214 -0.201 -0.116
C 0.665 1.073 0.076
N 2.059 0.689 -0.031
O 2.915 1.744 0.247
C 0.337 2.004 -1.096
C 0.225 1.829 1.368
C 3.899 -1.044 -0.194
H 2.154 0.063 2.707
H 3.753 0.524 2.110
H 3.386 -1.178 2.542
H 1.709 -2.156 -0.435
H 1.849 -2.411 1.294
H 0.164 -1.075 1.898
H -0.531 -2.197 0.681
H -1.250 0.074 0.082
H -0.253 -0.540 -1.151
H 0.955 2.894 -0.978
H 0.493 1.530 -2.065
H -0.674 2.391 -0.965
H 0.128 1.137 2.205
H 0.772 2.700 1.729
H -0.774 2.259 1.294
H 4.623 -0.238 -0.314
H 3.684 -1.448 -1.184
H 4.283 -1.891 0.374
H 3.199 1.899 -0.657
C -0.794 -3.309 -6.011
C -0.403 -2.450 -4.763
C -0.009 -3.466 -3.599
C 1.376 -4.099 -3.824
C 2.465 -3.043 -3.996
C 2.189 -2.096 -5.168
N 0.768 -1.606 -5.013
O 0.509 -0.539 -5.893
C 3.266 -0.906 -4.845
C 2.431 -2.728 -6.574
C -1.667 -1.746 -4.210
H -0.872 -2.646 -6.873
H -1.798 -3.718 -5.894
H -0.058 -4.052 -6.320
H 0.057 -2.982 -2.625
H -0.700 -4.308 -3.565
H 1.309 -4.660 -4.757
H 1.612 -4.775 -3.003
H 3.289 -3.626 -4.407
H 2.688 -2.455 -3.106
H 3.120 -0.148 -5.615
H 3.244 -0.322 -3.925
H 4.298 -1.232 -4.978
H 2.140 -2.164 -7.460
H 3.479 -3.014 -6.653
H 1.764 -3.590 -6.527
H -1.477 -1.038 -3.403
H -2.365 -2.506 -3.860
H -2.216 -1.213 -4.986
H 0.454 0.186 -5.266
C -3.996 -6.181 3.637
C -3.933 -5.166 2.475
C -2.962 -5.697 1.363
O -2.895 -4.652 0.393
C -1.657 -4.777 -0.334
N -5.234 -5.010 1.957
H -2.928 -6.110 3.845
H -4.259 -7.202 3.359
H -4.321 -5.900 4.639
H -3.545 -4.223 2.862
H -3.218 -6.693 1.003
H -2.039 -5.658 1.942
H -1.498 -5.832 -0.558
H -0.812 -4.414 0.250
H -1.621 -4.006 -1.104
H -5.767 -4.384 2.544
H -5.183 -4.452 1.117
C -4.123 -1.250 -1.136
C -5.090 -0.096 -1.198
C -4.435 1.290 -0.869
O -5.267 2.472 -1.100
C -4.727 3.761 -0.996
N -5.557 -0.019 -2.564
H -3.697 -1.600 -2.076
H -4.746 -2.106 -0.877
H -3.225 -1.130 -0.530
H -5.978 -0.224 -0.579
H -3.506 1.341 -1.437
H -4.066 1.391 0.152
H -4.310 3.852 0.007
H -5.513 4.499 -1.153
H -3.968 3.978 -1.747
H -5.095 0.692 -3.113
H -6.473 0.403 -2.623
C 6.063 5.150 -3.155
C 6.090 3.666 -2.835
C 7.271 3.259 -1.900
O 7.285 1.948 -1.357
C 8.273 1.807 -0.383
N 4.848 3.394 -2.018
H 5.620 5.800 -2.400
H 5.548 5.211 -4.114
H 6.992 5.560 -3.553
H 6.110 3.008 -3.704
H 7.043 3.969 -1.105
H 8.254 3.632 -2.187
H 8.070 0.875 0.144
H 8.160 2.605 0.350
H 9.231 1.694 -0.890
H 5.108 2.552 -1.524
H 4.859 4.096 -1.292
C 5.999 4.497 1.950
O 5.086 4.212 0.868
H 5.535 5.079 2.746
H 6.482 3.623 2.388
H 6.833 5.084 1.564
H 4.615 3.376 0.918
C 4.451 -4.208 3.295
O 4.518 -5.445 2.546
H 4.245 -3.295 2.736
H 3.896 -4.387 4.216
H 5.470 -4.055 3.649
H 5.386 -5.740 2.829
C 1.543 3.852 -3.714
O 2.700 4.752 -3.606
H 1.675 2.797 -3.472
H 0.698 4.398 -3.295
H 1.297 3.886 -4.776
H 3.268 4.174 -3.090
*
```

SMILES   CC1(C)CCCC(C)(C)N1O.CC1(C)CCCC(C)(C)N1O.CC1(C)CCCC(C)(C)N1O.COC[C@H](C)N.COC[C@H](C)N.COC[C@H](C)N.CO.CO.CO
Energy above the lowest of the compared OMol25 structures with the same formula, charge and spin   84.0 kcal/mol
HOMO-LUMO gap   8.572 eV